146
Properties=species:S:1:pos:R:3 method="wB97M-V/def2-TZVPD" homo_ha=-0.32397 spin_multiplicity=1 gap_ev=8.09
C 5.77 -1.22 -0.74
C 5.97 0.26 -1.50
Cl 7.54 -0.04 -2.54
C 4.84 0.64 -2.58
C 3.41 1.25 -2.14
C 3.37 2.71 -1.38
C 4.40 2.95 -0.14
C 4.51 2.00 1.13
F 5.50 2.65 2.08
C 4.20 3.73 -2.45
C 3.63 3.98 -3.92
O 4.52 4.48 -4.82
Cl 1.93 3.73 -4.63
C 1.89 3.27 -0.99
B 1.66 4.93 -1.19
N 2.36 6.00 -0.40
O 0.65 5.47 -2.18
P 1.28 3.12 0.81
O 2.09 3.95 1.88
O -0.33 3.90 0.79
O 1.00 1.55 1.44
O 0.77 2.75 -1.78
S 0.62 1.08 -1.87
O 0.03 0.93 -3.33
O -0.52 0.49 -0.95
C 2.26 0.12 -1.66
C 2.48 -0.64 -0.28
C 2.16 -1.06 -2.81
C 0.92 -2.05 -2.88
C 0.40 -2.83 -1.54
C -0.88 -3.79 -2.04
C -2.32 -3.18 -1.45
C -2.82 -4.09 -0.18
C -2.51 -3.39 1.30
S -4.11 -2.87 2.20
C -4.12 -0.97 2.20
N -2.86 -0.16 2.45
N -3.21 1.21 2.36
C -4.70 1.24 2.06
O -5.30 -0.10 1.96
H 5.11 -1.91 -1.45
H 6.78 -1.76 -0.52
H 5.18 -1.14 0.26
H 6.32 1.08 -0.75
H 5.36 1.37 -3.38
H 4.73 -0.35 -3.25
H 2.91 1.49 -3.21
H 4.13 4.04 0.27
H 5.54 3.09 -0.47
H 3.57 1.81 1.80
H 4.98 0.91 0.97
H 4.43 4.79 -1.94
H 5.33 3.35 -2.61
H 1.97 6.18 0.55
H 3.40 5.96 -0.43
H -0.25 5.26 -1.74
H -1.02 3.23 0.48
H 1.49 1.36 2.30
H 3.20 -0.26 0.52
H 1.42 -0.77 0.25
H 2.81 -1.77 -0.51
H 2.31 -0.51 -3.85
H 3.15 -1.71 -2.66
H 1.25 -2.94 -3.62
H -0.07 -1.65 -3.41
H 1.18 -3.52 -1.02
H -0.07 -2.10 -0.73
H -0.71 -4.91 -1.77
H -0.95 -3.73 -3.22
H -2.25 -2.05 -1.15
H -3.16 -3.29 -2.29
H -3.97 -4.35 -0.29
H -2.22 -5.10 -0.22
H -2.03 -4.24 1.96
H -1.75 -2.51 1.20
H -5.21 2.31 1.96
C -4.00 1.35 -2.65
Cl -3.61 1.48 -0.92
Cl -4.04 -0.36 -3.13
Cl -5.60 2.09 -2.96
Cl -2.76 2.21 -3.61
C -1.30 2.05 5.97
Cl -0.44 0.82 6.93
Cl -0.57 2.16 4.35
Cl -3.01 1.59 5.82
Cl -1.18 3.63 6.79
C -3.40 -4.33 5.91
Cl -1.82 -4.54 5.12
Cl -4.59 -5.41 5.16
Cl -3.25 -4.72 7.65
Cl -3.93 -2.64 5.73
C -3.40 -3.76 -5.79
Cl -2.32 -2.40 -5.37
Cl -2.54 -5.30 -5.54
Cl -4.85 -3.71 -4.76
Cl -3.88 -3.62 -7.50
C -7.60 -1.06 5.53
Cl -9.34 -0.72 5.32
Cl -7.37 -2.79 5.90
Cl -6.73 -0.65 4.03
Cl -6.96 -0.07 6.87
C 0.96 0.65 -7.41
Cl -0.39 -0.12 -6.55
Cl 2.50 -0.08 -6.87
Cl 0.78 0.39 -9.16
Cl 0.97 2.39 -7.06
C 10.86 -2.67 -1.19
Cl 11.04 -1.85 -2.76
Cl 9.32 -2.20 -0.44
Cl 10.89 -4.43 -1.44
Cl 12.21 -2.20 -0.12
C 0.66 8.12 3.09
Cl -0.64 8.44 1.93
Cl 1.43 6.56 2.72
Cl 1.88 9.42 2.99
Cl -0.01 8.07 4.74
C -8.04 -3.83 1.15
Cl -7.65 -3.70 2.88
Cl -8.07 -5.54 0.67
Cl -9.63 -3.09 0.84
Cl -6.80 -2.97 0.20
C 2.47 -3.94 5.18
Cl 3.92 -3.58 4.21
Cl 2.96 -4.49 6.80
Cl 1.48 -2.46 5.33
Cl 1.52 -5.21 4.37
C -10.73 -1.49 -3.09
Cl -12.36 -2.10 -2.72
Cl -10.70 0.28 -2.88
Cl -9.55 -2.24 -1.99
Cl -10.31 -1.88 -4.78
C -2.96 2.75 -7.91
Cl -2.34 3.71 -6.55
Cl -4.51 3.43 -8.46
Cl -1.79 2.80 -9.25
Cl -3.19 1.06 -7.39
C -7.16 -1.54 10.51
Cl -8.86 -1.44 9.99
Cl -6.70 -0.02 11.32
Cl -6.96 -2.90 11.65
Cl -6.12 -1.80 9.09
C 11.74 0.15 3.05
Cl 10.92 1.16 4.27
Cl 11.07 0.51 1.44
Cl 13.49 0.51 3.06
Cl 11.48 -1.57 3.43

***

77
Properties=species:S:1:pos:R:3 method="wB97M-V/def2-TZVPD" smiles="CC[C@@H](F)c1c(N)cc(S(C)(=O)=O)c2c1N(CN)c1cc(P(C)O)c(CN)c(CCCF)c1S2.Clc1ccccc1Cl" homo_ha=-0.28893 e_above_lowest_ev=11.0460 spin_multiplicity=1 gap_ev=7.35
C 2.21 1.65 -3.75
C 3.81 1.87 -3.75
C 4.38 0.90 -2.56
F 5.81 0.75 -2.67
C 3.93 1.61 -1.19
C 4.74 2.85 -0.66
N 5.92 3.40 -1.35
C 4.29 3.53 0.66
C 3.07 2.97 1.47
S 2.64 3.87 3.02
C 1.62 5.35 2.50
O 3.90 4.40 3.69
O 1.91 3.05 4.05
C 2.31 1.74 0.90
C 2.67 1.04 -0.43
N 1.98 -0.10 -1.05
C 2.59 -1.42 -0.71
N 2.41 -2.30 -1.93
C 0.52 -0.08 -0.83
C -0.41 -0.58 -1.99
C -1.97 -0.58 -1.81
P -2.98 -1.16 -3.32
C -2.74 0.24 -4.58
O -2.25 -2.62 -3.90
C -2.68 -0.15 -0.48
C -4.27 -0.20 -0.27
N -4.89 1.14 0.00
C -1.74 0.35 0.66
C -2.28 0.83 2.11
C -2.08 -0.46 3.09
C -1.43 -0.08 4.51
F -0.17 -0.81 4.65
C -0.21 0.38 0.46
S 0.85 1.02 1.84
H 1.74 2.07 -2.79
H 1.68 2.13 -4.63
H 1.99 0.52 -3.74
H 4.31 1.62 -4.74
H 4.01 2.95 -3.40
H 3.92 -0.15 -2.67
H 6.63 2.67 -1.49
H 6.32 4.14 -0.75
H 4.87 4.45 1.01
H 2.13 5.74 1.54
H 1.62 6.18 3.29
H 0.56 5.04 2.16
H 1.97 -1.91 0.14
H 3.69 -1.37 -0.39
H 1.81 -3.11 -1.71
H 3.31 -2.57 -2.33
H 0.05 -0.90 -2.98
H -1.65 0.39 -4.91
H -3.12 1.26 -4.21
H -3.33 0.02 -5.55
H -1.48 -2.38 -4.47
H -4.44 -0.84 0.68
H -4.80 -0.75 -1.13
H -5.72 1.29 -0.58
H -4.16 1.85 -0.16
H -3.41 1.01 2.04
H -1.74 1.75 2.50
H -3.11 -0.96 3.17
H -1.39 -1.22 2.59
H -2.11 -0.45 5.34
H -1.18 1.03 4.57
Cl -3.80 -4.66 -0.71
C -3.56 -4.94 0.98
C -2.45 -4.42 1.66
Cl -1.25 -3.46 0.88
C -2.30 -4.68 3.02
C -3.24 -5.45 3.70
C -4.34 -5.96 3.02
C -4.50 -5.70 1.66
H -1.44 -4.29 3.56
H -3.11 -5.65 4.76
H -5.08 -6.56 3.55
H -5.36 -6.10 1.14

***

18
Properties=species:S:1:pos:R:3 method="wB97M-V/def2-TZVPD" homo_ha=-0.31720 e_above_lowest_ev=7.1988 spin_multiplicity=1 gap_ev=8.89
C 0.69 -4.42 1.07
C -0.02 -3.47 1.76
C -0.05 0.22 0.61
C -1.01 -2.60 1.58
C -0.02 -1.77 -0.97
C 0.86 2.66 0.63
N 1.36 -5.07 0.40
N -1.41 -1.54 1.00
N -0.55 -0.88 0.12
O -1.50 -3.55 2.34
S 0.98 1.20 -0.46
H -0.57 -2.66 -1.10
H -0.03 -1.29 -1.98
H 0.97 -2.15 -0.63
H -0.05 2.40 1.26
H 0.90 3.47 -0.05
H 1.69 2.65 1.32
H -2.01 -0.88 1.48

***

45
Properties=species:S:1:pos:R:3 method="wB97M-V/def2-TZVPD" total_charge=+3 homo_ha=-0.69210 e_above_lowest_ev=0.0000 spin_multiplicity=1 gap_ev=7.25
W 0.11 0.86 0.17
C -2.36 -0.22 1.82
C -2.51 -1.11 0.61
O -1.66 -0.52 -0.42
C -2.30 -0.30 -1.71
C -2.19 1.18 -1.92
O -0.77 1.47 -1.73
C 0.00 1.41 -2.99
C 1.28 0.60 -2.80
O 1.11 -0.15 -1.57
C 2.16 -1.10 -1.31
C 1.53 -2.02 -0.29
O 0.97 -1.14 0.72
C 0.47 -1.89 1.86
C -0.19 -0.90 2.79
O -0.93 0.06 1.96
H -2.72 -0.68 2.73
H -2.85 0.74 1.68
H -3.54 -1.13 0.27
H -2.18 -2.14 0.78
H -3.33 -0.64 -1.67
H -1.76 -0.87 -2.46
H -2.73 1.75 -1.16
H -2.49 1.53 -2.90
H 0.20 2.44 -3.29
H -0.65 0.94 -3.73
H 2.17 1.22 -2.73
H 1.40 -0.11 -3.62
H 3.04 -0.57 -0.93
H 2.42 -1.63 -2.22
H 2.27 -2.67 0.18
H 0.73 -2.61 -0.73
H 1.30 -2.38 2.35
H -0.22 -2.65 1.49
H 0.52 -0.34 3.38
H -0.90 -1.39 3.46
I 1.47 3.03 -0.51
O -1.60 3.22 1.48
C -0.98 2.40 1.02
C 2.97 0.88 1.90
O 1.51 1.08 1.84
H 3.24 0.72 2.94
H 3.47 1.77 1.51
H 3.20 0.01 1.30
H 1.31 1.83 2.42

***

59
Properties=species:S:1:pos:R:3 method="wB97M-V/def2-TZVPD" homo_ha="-0.27822 / -0.27786" e_above_lowest_ev=0.7783 spin_multiplicity=2 gap_ev="6.48 / 6.72"
Fe 1.43 0.68 2.10
C 3.53 -0.66 0.27
O 2.34 -0.78 1.06
C 1.70 -2.00 1.11
C 2.26 -3.19 0.67
C 1.50 -4.35 0.79
C 0.22 -4.32 1.33
C -0.32 -3.11 1.76
C 0.43 -1.96 1.65
N 0.00 -0.64 2.02
N -1.22 -0.55 2.32
C -1.73 0.69 2.60
C -1.04 1.88 2.37
O 0.19 1.99 1.95
C -1.74 3.13 2.58
C -3.01 3.14 3.01
C -3.75 1.93 3.25
C -5.09 1.97 3.68
C -5.79 0.81 3.89
C -5.16 -0.42 3.66
C -3.86 -0.48 3.25
C -3.12 0.70 3.04
H 3.32 -1.02 -0.74
H 3.76 0.40 0.24
H 4.35 -1.20 0.73
H 3.25 -3.22 0.25
H 1.92 -5.29 0.46
H -0.36 -5.23 1.42
H -1.32 -3.05 2.17
H -1.18 4.04 2.39
H -3.51 4.08 3.19
H -5.55 2.94 3.85
H -6.82 0.85 4.21
H -5.72 -1.34 3.82
H -3.38 -1.44 3.09
S 3.46 2.72 5.42
C 2.90 1.83 4.19
S 3.28 1.96 2.49
S 1.73 0.54 4.34
C 1.38 2.61 -5.46
C 1.93 1.81 -4.29
N 0.93 1.55 -3.25
C 0.58 0.36 -2.73
S -0.09 0.25 -1.20
N 0.83 -0.77 -3.47
C 0.42 -0.93 -4.87
C 1.37 -1.83 -5.64
H 2.14 2.72 -6.23
H 1.08 3.61 -5.14
H 0.51 2.13 -5.90
H 2.75 2.36 -3.82
H 2.35 0.86 -4.60
H 0.67 2.32 -2.66
H 0.62 -1.58 -2.91
H 0.36 0.05 -5.33
H -0.59 -1.34 -4.89
H 2.35 -1.36 -5.74
H 0.98 -2.05 -6.63
H 1.51 -2.78 -5.12

***

In the order shown, the computed max |F| values come out to 9.504, 5.145, 2.960, 0.808, 0.981 eV Å⁻¹.
In the order shown, the computed energy values come out to -30149.60566, -3790.16505, -870.26568, -1362.00712, -4117.39603 Ha.